(1)
The following is a quantum chemistry calculation of the molecule C4H8N4 at a distorted geometry, from the OMol25 dataset.

Geometry (Å):
1 C -1.414 -1.442 -0.911
2 C -0.247 0.152 0.592
3 C 0.788 1.055 0.475
4 N -0.986 -0.128 1.724
5 C 1.852 1.498 1.104
6 N 0.273 0.525 -1.666
7 N -0.641 -0.276 -0.612
8 N 1.408 0.048 -1.796
9 H -0.685 0.360 2.553
10 H -1.990 -0.169 1.627
11 H 1.743 0.273 -2.741
12 H -0.985 -1.864 -1.825
13 H -2.462 -1.189 -1.097
14 H -1.372 -2.176 -0.101
15 H 2.326 0.963 1.924
16 H 2.392 2.369 0.750

The value obtained for the energy relative to the best compared isomer or geometry (same formula, charge and spin) is 139.2 kcal per mole. The frontier orbital gap (alpha / beta) is 7.592 / 7.590 eV. Its total charge is 0. The value obtained for the HOMO energy (alpha / beta) is -7.085 / -7.085 eV.

---

(2)
The following is a quantum chemistry calculation of a cluster of 2 separate species, C4H10NO2 in total at a distorted geometry, from the OMol25 dataset.

Geometry (Å):
1 C -1.403 1.680 -0.345
2 C -0.144 -1.943 -0.065
3 C -0.739 0.487 0.445
4 C 0.330 -0.474 -0.209
5 N 1.904 -0.262 0.998
6 O 2.566 0.799 0.253
7 O 0.862 -0.208 -1.346
8 H -1.449 2.675 0.212
9 H -2.495 1.575 -0.570
10 H -1.085 1.989 -1.333
11 H -1.247 -1.951 0.144
12 H 0.440 -2.392 0.793
13 H -0.024 -2.469 -1.017
14 H -0.462 1.071 1.365
15 H -1.486 -0.217 0.786
16 H 2.331 -1.093 0.574
17 H 2.101 0.731 -0.683

The value obtained for the energy relative to the best compared isomer or geometry (same formula, charge and spin) is 112.8 kcal per mole. The frontier orbital gap is 7.202 eV. Its total charge is -1. The value obtained for the HOMO energy is -3.102 eV.

---

(3)
The following is a quantum chemistry calculation of a cluster of 5 separate species, C12H21N9O7 in total, from the OMol25 dataset.

Geometry (Å):
1 O -0.633 -5.938 -1.340
2 C -0.566 -5.567 -0.202
3 N -0.941 -6.381 0.930
4 C -0.366 -5.746 2.099
5 O -0.202 -6.299 3.148
6 C 0.041 -4.370 1.703
7 C 0.453 -3.283 2.455
8 O 0.558 -3.353 3.825
9 C 0.767 -2.108 1.786
10 C 0.695 -2.035 0.396
11 C 0.279 -3.118 -0.367
12 C -0.055 -4.273 0.314
13 H -1.948 -6.429 1.044
14 H -0.319 -3.281 4.213
15 H 1.073 -1.258 2.378
16 H 0.946 -1.103 -0.085
17 H 0.199 -3.064 -1.446
18 C 1.546 1.865 0.943
19 O 1.229 0.708 1.202
20 N 2.121 2.680 1.888
21 N 1.358 2.431 -0.267
22 H 2.394 3.627 1.707
23 H 2.282 2.288 2.796
24 H 0.936 1.863 -0.977
25 H 1.627 3.368 -0.501
26 C -2.153 3.593 2.137
27 O -1.902 3.575 0.946
28 N -3.378 3.975 2.620
29 N -1.238 3.240 3.091
30 H -3.607 3.998 3.595
31 H -4.071 4.241 1.948
32 H -0.328 2.953 2.776
33 H -1.429 3.257 4.074
34 C -2.399 -2.266 -2.765
35 O -1.265 -2.276 -3.210
36 N -2.843 -3.190 -1.862
37 N -3.319 -1.323 -3.137
38 H -3.771 -3.196 -1.485
39 H -2.193 -3.899 -1.574
40 H -3.022 -0.630 -3.797
41 H -4.256 -1.293 -2.784
42 C 3.377 4.497 -3.086
43 O 3.176 3.886 -2.048
44 N 2.470 5.376 -3.607
45 N 4.526 4.341 -3.805
46 H 2.618 5.883 -4.459
47 H 1.614 5.509 -3.103
48 H 5.207 3.698 -3.447
49 H 4.715 4.827 -4.660

The frontier orbital gap is 9.359 eV. Its total charge is 0. The value obtained for the HOMO energy is -9.143 eV.

---

(4)
The following is a quantum chemistry calculation of a structure of composition C49H42IrN3O3PS2, from the OMol25 dataset.

Geometry (Å):
1 Ir 0.105 0.488 0.067
2 C -4.727 -1.881 1.448
3 O -3.599 -2.466 0.810
4 C -3.576 -3.813 0.629
5 C -4.534 -4.686 1.128
6 C -4.452 -6.048 0.852
7 C -3.415 -6.543 0.081
8 C -2.444 -5.671 -0.394
9 C -2.508 -4.313 -0.128
10 N -1.512 -3.465 -0.677
11 C -1.111 -2.276 -0.101
12 N -0.750 -2.413 1.192
13 C -0.612 -1.447 2.218
14 C -0.473 -0.081 1.994
15 C -0.380 0.760 3.110
16 C -0.373 0.255 4.398
17 C -0.469 -1.122 4.603
18 C -0.603 -1.961 3.519
19 O -0.698 -3.328 3.700
20 C -2.035 -3.808 3.873
21 N -1.004 -1.177 -0.782
22 C -1.621 -1.019 -2.057
23 C -2.950 -1.339 -2.302
24 C -3.543 -1.091 -3.536
25 C -2.798 -0.502 -4.544
26 C -1.471 -0.155 -4.314
27 C -0.888 -0.402 -3.076
28 O 0.396 -0.114 -2.770
29 C 1.173 0.674 -3.658
30 H -4.553 -0.809 1.443
31 H -4.822 -2.225 2.479
32 H -5.644 -2.113 0.902
33 H -5.357 -4.305 1.716
34 H -5.209 -6.716 1.243
35 H -3.345 -7.599 -0.141
36 H -1.610 -6.039 -0.980
37 H -1.420 -3.492 -1.682
38 H -0.693 -3.367 1.517
39 H -0.305 1.831 2.956
40 H -0.279 0.921 5.247
41 H -0.445 -1.552 5.596
42 H -2.247 -3.944 4.934
43 H -2.126 -4.765 3.360
44 H -2.750 -3.101 3.450
45 H -3.540 -1.752 -1.495
46 H -4.583 -1.346 -3.694
47 H -3.239 -0.311 -5.515
48 H -0.887 0.300 -5.101
49 H 2.094 0.893 -3.124
50 H 0.664 1.603 -3.903
51 H 1.402 0.119 -4.573
52 C 1.947 -0.308 -0.239
53 C 2.639 -1.295 -0.444
54 C 3.419 -2.459 -0.686
55 C 2.948 -3.386 -1.717
56 C 2.235 -2.905 -2.822
57 C 1.741 -3.771 -3.783
58 C 1.936 -5.143 -3.659
59 C 2.625 -5.638 -2.558
60 C 3.124 -4.772 -1.597
61 C 4.572 -2.709 0.166
62 C 5.616 -3.564 -0.222
63 C 6.708 -3.770 0.603
64 C 6.791 -3.130 1.835
65 C 5.776 -2.265 2.226
66 C 4.686 -2.050 1.402
67 H 2.077 -1.840 -2.908
68 H 1.199 -3.376 -4.635
69 H 1.552 -5.819 -4.412
70 H 2.766 -6.705 -2.439
71 H 3.623 -5.170 -0.723
72 H 5.583 -4.042 -1.192
73 H 7.508 -4.423 0.277
74 H 7.645 -3.298 2.480
75 H 5.835 -1.754 3.180
76 H 3.899 -1.371 1.706
77 S -1.377 5.345 -0.100
78 P -1.978 3.871 -1.194
79 S -1.584 1.986 -0.383
80 C -3.775 3.832 -1.475
81 C -4.358 5.038 -1.867
82 C -5.712 5.098 -2.150
83 C -6.499 3.957 -2.041
84 C -5.925 2.758 -1.649
85 C -4.564 2.692 -1.367
86 C -1.324 3.892 -2.891
87 C -1.911 3.099 -3.877
88 C -1.436 3.143 -5.180
89 C -0.358 3.962 -5.499
90 C 0.234 4.741 -4.516
91 C -0.253 4.714 -3.213
92 H -3.746 5.930 -1.934
93 H -6.157 6.038 -2.450
94 H -7.558 4.006 -2.261
95 H -6.533 1.866 -1.563
96 H -4.118 1.752 -1.067
97 H -2.751 2.459 -3.631
98 H -1.904 2.538 -5.947
99 H 0.014 3.997 -6.516
100 H 1.070 5.383 -4.764
101 H 0.183 5.334 -2.439

As for the expectation value of S²: 8.797. The value obtained for the energy relative to the best compared isomer or geometry (same formula, charge and spin) is 26.3 kcal per mole. The frontier orbital gap (alpha / beta) is 6.386 / 6.268 eV. The multiplicity is 6. Its total charge is 0. The value obtained for the HOMO energy (alpha / beta) is -6.002 / -7.966 eV.